[1]
This record from the OMol25 dataset describes an isolated molecule of C4H5ClSi. The level of theory is wB97M-V/def2-TZVPD.

Results
net charge: 0
HOMO energy: -9.146 eV
LUMO: -0.04 eV
relative energy (zero: lowest compared OMol25 entry of this formula, charge and spin): 6.79 kJ/mol
maximum force: 4.58 eV/A
SMILES: Cl[SiH]1C=CC=C1

Each line ends with the Löwdin charge.
Cartesian coordinates (Å):
H 1.72 -1.70 -0.57  0.0943
H 1.15 -1.13 1.73  0.0498
C 0.55 -0.68 1.07  -0.1815
H -0.56 0.57 2.31  0.0267
C 0.86 -1.11 -0.33  -0.1564
H -2.40 0.75 -1.06  -0.0233
C 0.18 -0.34 -1.16  -0.2483
Cl -0.54 2.90 -0.61  0.2419
H 0.42 -0.42 -2.28  0.0876
C -0.37 0.26 1.33  -0.1590
Si -1.00 0.90 -0.41  0.2681

---

[2]
This record from the OMol25 dataset describes a structure of composition C4H5CrO6. The level of theory is wB97M-V/def2-TZVPD.

Results
net charge: 0
HOMO energy (alpha / beta): -6.731 / -10.580 eV
LUMO (alpha / beta): -0.49 / -0.24 eV
relative energy (zero: lowest compared OMol25 entry of this formula, charge and spin): 129.50 kJ/mol
2S+1: 6
maximum force: 6.57 eV/A

Each line ends with the Löwdin charge.
Cartesian coordinates (Å):
O 3.14 1.17 1.74  0.0648
H 1.06 1.27 0.24  0.1478
H 1.10 -0.55 -0.34  0.1456
O 5.31 0.63 1.45  0.1197
C 4.44 1.31 1.94  -0.6355
O -1.24 0.23 1.03  -0.1121
H 3.04 0.34 -0.21  0.1672
O -0.95 -0.83 2.93  -0.0903
C 2.74 0.08 0.92  -0.1719
Cr -2.77 -0.44 2.14  0.7490
C 1.35 0.23 0.38  -0.0426
O 4.63 2.41 2.65  0.1592
O 0.83 -0.33 1.73  0.0036
H 5.58 2.56 2.76  0.1375
C -0.49 -0.28 1.90  -0.7944
H 3.10 -0.91 1.22  0.1524

---

[3]
This record from the OMol25 dataset describes a structure of composition C4H5CuO2. The level of theory is wB97M-V/def2-TZVPD.

Results
net charge: 0
HOMO energy (alpha / beta): -6.461 / -9.505 eV
LUMO (alpha / beta): 0.38 / -2.00 eV
relative energy (zero: lowest compared OMol25 entry of this formula, charge and spin): 88.40 kJ/mol
2S+1: 3
maximum force: 1.79 eV/A

Each line ends with the Löwdin charge.
Cartesian coordinates (Å):
Cu 1.63 -0.08 -2.18  0.4413
C 0.73 1.07 -0.11  -0.0429
O 2.12 1.57 -1.21  -0.3419
H 0.42 2.10 0.02  0.1035
O -2.25 -0.99 2.08  0.0584
H -0.30 -1.55 1.90  0.1318
H -1.98 -0.21 -0.35  0.1325
H 2.95 1.76 -0.77  0.0370
C -1.22 -1.10 1.46  -0.2671
H -1.21 -1.73 -0.51  0.1234
C -1.08 -0.76 -0.01  -0.1827
C 0.19 -0.07 -0.32  -0.1934

---

[4]
This record from the OMol25 dataset describes a structure of composition C4H5ErO5. The level of theory is wB97M-V/def2-TZVPD.

Results
net charge: +2
HOMO energy (alpha / beta): -17.280 / -16.306 eV
LUMO (alpha / beta): -9.01 / -8.92 eV
relative energy (zero: lowest compared OMol25 entry of this formula, charge and spin): 97.04 kJ/mol
2S+1: 4
maximum force: 6.91 eV/A

Each line ends with the Löwdin charge.
Cartesian coordinates (Å):
O 1.98 -0.49 -0.45  0.0114
O 3.56 -1.47 -1.51  0.1352
H -1.16 -0.32 -1.39  0.1556
C -0.61 0.48 -0.88  -0.0637
C 0.15 -0.06 0.34  0.1295
O -1.56 1.45 -0.39  0.1271
O -1.43 0.21 1.44  -0.1092
H 0.04 1.01 -1.58  0.1599
Er -3.13 0.55 3.37  1.7873
C 2.40 -1.63 -0.81  -0.0097
H 3.92 -2.34 -1.70  0.1315
H 0.00 -1.14 0.47  0.1352
C -2.04 1.15 0.78  -0.7018
O -2.82 1.88 1.42  -0.0410
H 0.68 0.74 0.88  0.1527

---

[5]
This record from the OMol25 dataset describes a structure of composition C4H5EuLiO2. The level of theory is wB97M-V/def2-TZVPD.

Results
net charge: +2
HOMO energy (alpha / beta): -15.482 / -15.494 eV
LUMO (alpha / beta): -8.58 / -8.38 eV
relative energy (zero: lowest compared OMol25 entry of this formula, charge and spin): 14.44 kJ/mol
2S+1: 8
maximum force: 3.08 eV/A

Each line ends with the Löwdin charge.
Cartesian coordinates (Å):
H -1.76 -0.51 1.18  0.1375
O 0.56 -1.01 -0.49  -0.0518
C -1.44 -0.19 0.17  -0.1748
C -0.46 0.99 0.22  -0.1002
H 1.30 -0.02 1.19  0.1621
Li -1.06 -3.39 -0.72  0.8198
H -0.55 1.63 -0.67  0.1345
H -0.58 1.61 1.12  0.1343
C 0.91 0.33 0.19  -0.4826
C -0.67 -1.33 -0.41  -0.1468
Eu 4.26 1.01 -0.86  1.8151
O 1.85 0.92 -0.52  -0.3757
H -2.37 -0.04 -0.39  0.1287

---

[6]
This record from the OMol25 dataset describes an isolated molecule of C4H5F. The level of theory is wB97M-V/def2-TZVPD.

Results
net charge: 0
HOMO energy: -9.053 eV
LUMO: 0.71 eV
relative energy (zero: lowest compared OMol25 entry of this formula, charge and spin): 57.22 kJ/mol
maximum force: 3.88 eV/A
SMILES: C=CC(=C)F

Each line ends with the Löwdin charge.
Cartesian coordinates (Å):
H 0.37 2.03 -1.55  0.0613
C 0.01 0.37 -0.39  -0.3855
H -0.83 -2.06 1.92  0.0680
C -0.30 1.63 -0.81  0.1000
C -0.66 -0.28 0.64  -0.1718
H 0.64 -1.71 1.13  0.0445
H -1.62 0.19 0.86  0.1133
H -1.22 2.13 -0.51  0.0716
F 1.16 -0.29 -0.67  0.0544
C -0.34 -1.37 1.26  0.0442

---

[7]
This record from the OMol25 dataset describes a cluster of 2 separate species, C4H5F in total. The level of theory is wB97M-V/def2-TZVPD.

Results
net charge: 0
HOMO energy: -10.093 eV
LUMO: 0.66 eV
relative energy (zero: lowest compared OMol25 entry of this formula, charge and spin): 352.77 kJ/mol
maximum force: 4.51 eV/A

Each line ends with the Löwdin charge.
Cartesian coordinates (Å):
H -2.35 1.95 2.01  -0.0336
C 0.33 -0.81 0.13  -0.2085
H -0.24 -1.79 0.10  0.1334
C -0.95 0.58 1.03  -0.0105
H 0.12 0.57 -1.81  0.1353
H 1.08 -0.88 -1.97  0.0752
C -1.83 1.24 1.52  -0.0245
C 0.82 -0.16 -1.17  -0.0865
F 1.33 -1.06 1.03  -0.0231
H 1.68 0.35 -0.88  0.0427

---

[8]
This record from the OMol25 dataset describes a structure of composition C4H5F2I. The level of theory is wB97M-V/def2-TZVPD.

Results
net charge: 0
HOMO energy (alpha / beta): -7.692 / -7.697 eV
LUMO (alpha / beta): -1.77 / -1.76 eV
relative energy (zero: lowest compared OMol25 entry of this formula, charge and spin): 438.99 kJ/mol
maximum force: 3.67 eV/A

Each line ends with the Löwdin charge.
Cartesian coordinates (Å):
H 0.07 -3.51 0.00  0.0627
F -1.13 -2.20 -1.78  -0.0041
H 0.62 -2.01 0.85  0.0345
H 1.13 3.61 0.86  0.0295
C -0.80 -0.26 -0.50  -0.5763
C -0.75 -1.60 -0.61  -0.5682
I 0.21 0.75 0.88  1.2040
C -0.28 -2.60 0.44  -0.0749
H -0.27 3.68 -0.26  0.0843
H -0.97 -2.55 1.32  0.0927
C 0.74 3.23 -0.05  -0.2656
F 1.43 3.45 -1.15  -0.0184

---

[9]
This record from the OMol25 dataset describes a cluster of 2 separate species, C4H5F2N in total. The level of theory is wB97M-V/def2-TZVPD.

Results
net charge: 0
HOMO energy: -10.138 eV
LUMO: 0.28 eV
relative energy (zero: lowest compared OMol25 entry of this formula, charge and spin): 347.43 kJ/mol
maximum force: 4.12 eV/A

Each line ends with the Löwdin charge.
Cartesian coordinates (Å):
C 0.01 -0.81 -0.20  0.1377
H 2.80 0.54 -1.06  0.1055
F -2.56 0.46 -1.14  0.0422
H 0.43 -1.78 0.03  0.0700
C 0.74 0.26 -0.19  -0.4241
F 0.11 1.50 -0.46  -0.0309
H -3.65 -0.15 1.14  0.0887
C -2.12 -0.25 -0.06  -0.2675
H 2.42 -0.63 0.32  0.0966
H 2.36 1.03 0.79  0.0955
C 2.21 0.40 -0.11  -0.0401
N -2.73 -0.59 0.95  0.1265

---

[10]
This record from the OMol25 dataset describes an isolated molecule of C4H5F2N. The level of theory is wB97M-V/def2-TZVPD.

Results
net charge: 0
HOMO energy (alpha / beta): -5.741 / -10.472 eV
LUMO (alpha / beta): 0.86 / -2.65 eV
relative energy (zero: lowest compared OMol25 entry of this formula, charge and spin): 481.18 kJ/mol
2S+1: 3
maximum force: 8.45 eV/A

Each line ends with the Löwdin charge.
Cartesian coordinates (Å):
F 3.24 -0.37 0.80  -0.0151
H -1.62 2.38 0.19  0.0643
C 1.17 0.34 0.18  -0.2682
N 2.56 0.68 0.22  -0.0249
H 1.58 -1.72 0.07  0.1197
C 0.18 1.20 -0.10  -0.0327
C 0.75 -1.05 0.57  -0.0280
H -0.13 -1.30 0.06  0.0573
H 0.74 -1.49 1.60  0.1030
H -1.12 1.52 -1.52  0.0851
C -0.96 1.74 -0.42  0.0021
F 3.07 0.71 -1.12  -0.0625

---

> Which value of maximum force does entry 6 give?

3.88 eV/A

---

> What is the relative energy (zero: lowest compared OMol25 entry of this formula, charge and spin) in the tenth record?

481.18 kJ/mol

---

> What is the net charge in the first record?

0